{
  "formula": "C37H56AsN2P2PtSi4",
  "method": "wB97M-V/def2-TZVPD",
  "symbols": ["Pt", "C", "Si", "C", "C", "N", "P", "C", "P", "N", "Si", "C", "C", "C", "C", "C", "C", "C", "C", "C", "C", "C", "C", "C", "C", "C", "C", "C", "C", "C", "C", "C", "C", "C", "C", "C", "C", "C", "H", "H", "H", "H", "H", "H", "H", "H", "H", "H", "H", "H", "H", "H", "H", "H", "H", "H", "H", "H", "H", "H", "H", "H", "H", "H", "H", "H", "H", "H", "H", "H", "H", "H", "H", "H", "H", "H", "C", "Si", "C", "C", "As", "Si", "C", "C", "C", "H", "H", "H", "H", "H", "H", "H", "H", "H", "H", "H", "H", "H", "H", "H", "H", "H", "H"],
  "positions_angstrom": [[-0.202046, -0.507097, -0.560842], [0.487599, 3.215890, -3.939696], [-0.458524, 1.767267, -3.172702], [-0.700178, 0.450768, -4.492101], [-2.140350, 2.427996, -2.678764], [0.414306, 1.129579, -1.843101], [1.797276, 1.200457, -1.028808], [1.917280, -0.339892, -0.383064], [1.725610, -1.024243, 1.133480], [0.457609, -1.994585, 0.910015], [-0.373399, -3.248635, 1.749462], [-1.851407, -3.860493, 0.783747], [0.810530, -4.705433, 1.974819], [-0.984223, -2.761915, 3.472312], [1.375915, 0.118040, 2.516238], [2.393485, 0.763814, 3.213179], [2.097903, 1.658648, 4.229505], [0.776250, 1.920482, 4.560334], [-0.244765, 1.294701, 3.859853], [0.055466, 0.405038, 2.842423], [3.207863, -1.889014, 1.732970], [4.187002, -2.250816, 0.819396], [5.278890, -3.005048, 1.220824], [5.395269, -3.409428, 2.541659], [4.417092, -3.056594, 3.462581], [3.329037, -2.302264, 3.056915], [1.706783, 2.588859, 0.148887], [2.852884, 3.172513, 0.688094], [2.755695, 4.201476, 1.610874], [1.506112, 4.648313, 2.017577], [0.361921, 4.061197, 1.498971], [0.461775, 3.042639, 0.565215], [3.257170, 1.644060, -2.024653], [3.538504, 2.951883, -2.411979], [4.609994, 3.225557, -3.245604], [5.408345, 2.188126, -3.709981], [5.129146, 0.882709, -3.337077], [4.056939, 0.614270, -2.500747], [-0.133630, 3.661673, -4.720627], [1.430474, 2.912544, -4.394203], [0.700460, 3.991032, -3.202006], [-1.377962, 0.777348, -5.282258], [-1.119670, -0.444973, -4.029970], [0.251574, 0.173023, -4.948855], [-2.641686, 2.903626, -3.524734], [-2.038838, 3.170605, -1.882726], [-2.769155, 1.623487, -2.295924], [-1.672927, -3.710410, -0.279264], [-2.746744, -3.293696, 1.030033], [-2.037553, -4.920473, 0.966963], [1.283607, -4.962806, 1.026754], [0.262499, -5.580558, 2.331756], [1.601971, -4.489760, 2.691185], [-1.688537, -1.933601, 3.424716], [-0.167190, -2.465699, 4.133266], [-1.498622, -3.606832, 3.937434], [3.430429, 0.573576, 2.959646], [2.902430, 2.159233, 4.755068], [0.542724, 2.624831, 5.349615], [-1.279973, 1.508632, 4.096116], [-0.739834, -0.062624, 2.273771], [4.077831, -1.930757, -0.210476], [6.037034, -3.279456, 0.498146], [6.247317, -3.999833, 2.855669], [4.496772, -3.367714, 4.496397], [2.565579, -2.031401, 3.777478], [3.831707, 2.817032, 0.391973], [3.656214, 4.643649, 2.019842], [1.423519, 5.443202, 2.749226], [-0.616774, 4.388510, 1.826490], [-0.431384, 2.579600, 0.158103], [2.916005, 3.763780, -2.060987], [4.815732, 4.249029, -3.532357], [6.246195, 2.399055, -4.363363], [5.745089, 0.068426, -3.698136], [3.823261, -0.400888, -2.200310], [-2.518351, -3.174972, -3.025347], [-3.763193, -2.009010, -2.210350], [-5.111098, -3.016544, -1.344157], [-4.602904, -0.987360, -3.566293], [-2.603415, -0.680105, -0.748220], [-4.059455, 0.464119, 0.588535], [-3.126311, 1.967041, 1.262077], [-5.579731, 1.056899, -0.367193], [-4.670891, -0.567578, 2.054313], [-2.965264, -3.672517, -3.892381], [-2.185055, -3.941983, -2.329689], [-1.639418, -2.626012, -3.362488], [-5.636314, -3.662431, -2.055850], [-5.854580, -2.374573, -0.869701], [-4.667458, -3.644501, -0.571788], [-5.208649, -1.620057, -4.225250], [-3.850563, -0.483021, -4.174415], [-5.249722, -0.220996, -3.140409], [-2.970907, 2.700547, 0.469975], [-2.146411, 1.678185, 1.643230], [-3.679217, 2.449531, 2.075310], [-5.277278, 1.631515, -1.242295], [-6.200415, 1.697690, 0.268023], [-6.202839, 0.227317, -0.703757], [-3.822516, -0.966729, 2.611647], [-5.264056, -1.415436, 1.709309], [-5.286732, 0.021768, 2.743472]],
  "forces_ev_per_angstrom": [[1.875, -0.084, -0.086], [-0.122, -0.156, -0.018], [0.106, 0.074, -0.003], [0.064, 0.023, 0.139], [0.099, 0.063, 0.088], [-0.605, 0.009, -0.143], [-0.201, 0.233, 0.093], [0.106, -0.049, -0.037], [-0.256, -0.008, 0.144], [-0.736, -0.071, 0.182], [0.245, 0.018, 0.027], [0.111, 0.038, -0.030], [-0.152, 0.093, 0.038], [0.136, -0.106, -0.098], [0.112, 0.007, 0.033], [0.043, 0.033, -0.037], [0.008, 0.048, 0.020], [-0.009, 0.038, 0.020], [-0.012, 0.043, 0.069], [-0.084, -0.028, -0.035], [-0.151, -0.240, 0.050], [0.042, 0.063, -0.125], [0.081, -0.020, -0.018], [0.038, -0.026, 0.044], [0.005, 0.005, 0.020], [-0.035, -0.011, 0.059], [0.198, 0.098, -0.048], [-0.034, -0.062, 0.053], [-0.004, -0.005, 0.018], [0.008, 0.036, 0.056], [-0.036, 0.041, 0.055], [-0.134, -0.059, -0.058], [-0.224, 0.035, -0.249], [-0.021, 0.022, 0.003], [0.010, 0.006, 0.001], [0.041, 0.047, -0.030], [0.088, -0.034, -0.029], [0.042, -0.155, 0.054], [-0.003, 0.043, -0.042], [0.075, -0.046, -0.012], [-0.018, 0.044, 0.064], [-0.053, 0.050, -0.044], [-0.042, -0.008, 0.026], [0.054, -0.005, -0.001], [0.007, 0.036, -0.082], [0.013, 0.068, 0.009], [0.010, -0.032, -0.026], [0.008, -0.037, -0.056], [-0.059, 0.059, 0.007], [0.031, -0.078, 0.067], [0.007, -0.007, -0.078], [-0.007, -0.052, 0.031], [0.089, 0.032, 0.062], [-0.083, 0.088, -0.027], [0.051, 0.038, 0.019], [-0.018, -0.055, -0.002], [0.000, -0.031, -0.011], [-0.013, 0.004, 0.007], [0.001, -0.007, 0.011], [-0.013, 0.003, 0.011], [0.011, -0.047, -0.013], [-0.039, -0.006, -0.001], [0.021, -0.013, 0.006], [0.001, -0.007, 0.001], [0.035, -0.030, 0.007], [-0.010, 0.004, -0.004], [0.043, -0.019, -0.048], [-0.009, 0.018, 0.008], [0.009, 0.007, -0.010], [-0.024, 0.017, 0.009], [0.047, -0.004, -0.004], [-0.032, 0.029, 0.033], [0.029, 0.000, -0.031], [0.000, 0.004, -0.003], [0.015, 0.010, -0.014], [-0.044, 0.007, -0.007], [-0.314, 0.046, -0.100], [0.153, 0.257, 0.208], [0.055, -0.068, -0.239], [0.004, -0.284, -0.046], [-0.805, -0.098, -0.078], [0.268, -0.175, -0.164], [-0.264, -0.069, 0.090], [0.003, 0.093, 0.249], [-0.075, 0.271, 0.027], [0.018, -0.005, 0.004], [0.023, -0.061, 0.053], [0.043, 0.050, 0.003], [-0.016, -0.012, 0.007], [0.002, 0.091, 0.022], [0.032, -0.029, 0.042], [0.001, 0.019, -0.013], [0.056, 0.028, -0.007], [-0.033, 0.035, 0.079], [0.006, 0.023, -0.069], [0.042, -0.044, -0.009], [0.003, 0.017, -0.017], [0.034, 0.032, -0.043], [-0.030, 0.007, -0.012], [0.020, -0.085, -0.023], [0.057, -0.012, 0.014], [-0.009, -0.051, -0.060], [-0.010, -0.016, -0.002]],
  "lowdin_charge": [0.61, -0.18, 0.30, -0.17, -0.20, -0.37, 0.62, -0.52, 0.61, -0.36, 0.32, -0.21, -0.18, -0.18, -0.28, -0.10, -0.09, -0.10, -0.08, -0.11, -0.28, -0.07, -0.09, -0.10, -0.09, -0.10, -0.28, -0.10, -0.10, -0.10, -0.08, -0.08, -0.27, -0.11, -0.09, -0.10, -0.09, -0.08, 0.02, 0.02, 0.02, 0.02, -0.01, 0.02, 0.03, 0.02, -0.05, -0.01, 0.00, 0.03, 0.03, 0.02, 0.00, 0.00, 0.02, 0.03, 0.11, 0.10, 0.10, 0.10, 0.07, 0.09, 0.10, 0.10, 0.10, 0.11, 0.11, 0.10, 0.10, 0.10, 0.08, 0.10, 0.10, 0.10, 0.10, 0.08, -0.23, 0.18, -0.23, -0.23, 0.63, 0.17, -0.23, -0.23, -0.23, 0.02, 0.00, 0.01, 0.02, 0.01, 0.01, 0.02, 0.01, 0.00, 0.01, -0.01, 0.03, 0.01, 0.02, 0.01, 0.00, 0.01, 0.02],
  "total_charge": -1,
  "largest_force_ha_per_bohr": 0.037,
  "total_energy_ha": -5749.04873,
  "orbital_gap_ev": 5.59,
  "relative_energy_kj_mol": 31.1,
  "homo_ev": -3.09
}

---

{
  "formula": "C37H56BCdN9Si",
  "method": "wB97M-V/def2-TZVPD",
  "symbols": ["Cd", "C", "C", "C", "C", "C", "C", "N", "N", "B", "N", "C", "C", "C", "N", "C", "C", "C", "N", "C", "C", "C", "N", "C", "C", "C", "H", "H", "H", "H", "H", "H", "H", "H", "H", "H", "H", "H", "H", "H", "H", "H", "H", "H", "H", "H", "H", "H", "H", "H", "H", "H", "H", "H", "C", "Si", "C", "C", "C", "C", "C", "C", "C", "C", "H", "H", "H", "H", "H", "H", "H", "H", "H", "H", "H", "H", "H", "H", "H", "H", "H", "H", "H", "H", "H", "N", "C", "C", "C", "C", "C", "C", "C", "N", "C", "C", "N", "C", "H", "H", "H", "H", "H", "H", "H"],
  "positions_angstrom": [[0.449402, 0.467995, 0.629213], [3.150085, -3.417429, -2.508745], [2.804747, -2.564805, -1.303307], [3.852517, -2.797544, -0.182398], [2.691664, -1.152982, -1.805034], [3.073095, -0.519526, -3.049827], [3.037370, 0.836108, -2.752381], [2.715489, 0.993512, -1.463537], [2.389127, -0.202159, -0.902319], [2.572408, 2.376982, -0.729405], [1.098376, 2.919210, -0.770092], [0.633310, 3.860956, -1.649356], [-0.434738, 4.504581, -1.024554], [-0.579750, 3.901066, 0.253527], [0.312420, 2.955221, 0.391454], [-1.380129, 4.347590, 1.416643], [-2.534246, 5.317575, 1.072200], [-1.919276, 3.198763, 2.282673], [3.059036, 2.118275, 0.720005], [3.930566, 2.934942, 1.341292], [4.006295, 2.578450, 2.686589], [2.994047, 1.560931, 2.852508], [2.418714, 1.306332, 1.663542], [2.576725, 0.829611, 4.061029], [3.550603, -0.370404, 4.303279], [2.437610, 1.721514, 5.330895], [3.155067, -4.469941, -2.241597], [4.122707, -3.159922, -2.932298], [2.449296, -3.291349, -3.316015], [1.735732, -2.831620, -1.017373], [4.844173, -2.487791, -0.485737], [4.003312, -3.873661, 0.052303], [3.657745, -2.316962, 0.763865], [3.344210, -1.061619, -3.994373], [3.329455, 1.607274, -3.452331], [3.304064, 3.135703, -1.226650], [1.099987, 4.064971, -2.604662], [-1.062509, 5.286547, -1.492830], [-0.733182, 4.952957, 2.071635], [-3.279485, 4.771173, 0.510802], [-2.214972, 6.162244, 0.479305], [-3.054410, 5.652464, 1.960643], [-2.573410, 2.553865, 1.712832], [-2.572338, 3.658632, 3.063595], [-1.125627, 2.645292, 2.780423], [4.483060, 3.720622, 0.795035], [4.664197, 2.926566, 3.465764], [1.586240, 0.464093, 3.809302], [4.576976, -0.028455, 4.314228], [3.545710, -1.090230, 3.483099], [3.367340, -0.896181, 5.265564], [3.305224, 2.364918, 5.518599], [2.395740, 1.082227, 6.175323], [1.568653, 2.382079, 5.306959], [0.653415, -2.652015, 2.462640], [-0.734861, -1.533930, 1.828012], [-1.682701, -1.197189, 3.482497], [-3.069696, -0.576369, 3.166651], [-1.881530, -2.476849, 4.360722], [-0.888587, -0.115652, 4.296038], [-1.772147, -2.688745, 0.678331], [-2.449604, -3.794213, 1.488888], [-0.910272, -3.276004, -0.449136], [-2.835932, -1.868337, -0.101708], [0.257971, -3.585198, 2.884736], [1.210699, -2.149732, 3.282722], [1.272313, -2.850083, 1.578333], [-3.705808, -1.236246, 2.569614], [-3.032726, 0.349660, 2.555785], [-3.614788, -0.325309, 4.066173], [-2.590219, -3.194089, 3.929170], [-2.371447, -2.099589, 5.296131], [-0.982187, -2.968944, 4.652335], [-0.768788, 0.831674, 3.740066], [0.072246, -0.475917, 4.646037], [-1.463699, 0.160123, 5.166261], [-1.771009, -4.299504, 2.199863], [-2.824371, -4.539105, 0.791237], [-3.343051, -3.443148, 2.060194], [-0.231899, -4.061073, -0.070873], [-0.389424, -2.538663, -1.021122], [-1.520112, -3.805597, -1.162954], [-3.564920, -1.355090, 0.536431], [-3.453194, -2.506782, -0.764048], [-2.353165, -1.110907, -0.708700], [-3.227505, -2.502579, -9.964990], [-3.075264, -1.907132, -8.969621], [-2.807820, -1.303577, -7.728620], [-1.835407, -1.895084, -6.899425], [-1.401692, -1.271463, -5.731809], [-2.031616, -0.092114, -5.298198], [-2.949155, 0.518909, -6.156498], [-3.337397, -0.066632, -7.355896], [-1.803818, 0.415868, -3.990757], [-2.694522, 1.154573, -3.190134], [-2.058971, 1.366265, -2.001292], [-0.825139, 0.757800, -2.040956], [-0.710577, 0.205991, -3.227100], [-1.444777, -2.846510, -7.238599], [-0.564316, -1.696672, -5.162967], [-3.429608, 1.430262, -5.826546], [-4.013097, 0.456273, -8.047869], [-3.574161, 1.620702, -3.631777], [-2.415684, 1.881681, -1.122322], [0.111598, -0.472401, -3.484256]],
  "forces_ev_per_angstrom": [[-0.086, -0.515, 0.416], [0.331, -0.592, 0.007], [-1.240, -0.409, -0.547], [-0.154, -0.715, -0.103], [0.466, 1.625, 0.217], [-0.235, -1.557, 0.592], [0.609, -1.001, -0.723], [-1.041, 0.585, -0.597], [0.662, 0.370, -0.375], [-0.435, -1.735, 0.674], [-0.653, 1.053, 0.360], [-0.551, -0.270, 1.735], [-0.318, 0.350, -0.930], [0.189, 0.757, -1.274], [1.666, -1.249, -0.915], [-0.988, 0.765, 1.125], [0.182, -0.986, -0.311], [-0.440, 1.082, 0.595], [-0.938, 0.609, 1.011], [0.742, -0.244, 0.693], [-1.221, -0.815, -0.327], [0.868, 1.416, -1.921], [1.137, 0.972, -0.440], [0.289, -0.394, 0.853], [-0.350, 0.108, 0.312], [0.584, 0.313, -1.077], [0.099, -0.191, -0.014], [0.146, -0.013, 0.214], [-0.518, 0.076, -0.289], [1.428, -0.012, 0.253], [0.182, 0.420, -0.385], [-0.541, 0.422, -0.305], [-0.393, 0.389, 0.146], [-0.220, 0.961, 1.166], [-0.142, 0.348, 0.511], [0.397, 0.560, -0.496], [-0.001, -0.188, 0.197], [0.583, -0.576, 0.568], [0.256, -0.321, -0.224], [-0.327, -0.120, -0.438], [0.136, 0.276, -0.064], [0.195, 0.206, 0.312], [0.006, -0.427, -0.259], [0.550, -0.417, -0.344], [-0.059, -0.116, -0.181], [-0.445, -0.782, 0.331], [-0.036, 0.236, -0.149], [-0.047, -0.332, 0.168], [0.309, 0.369, 0.239], [-0.422, -0.015, 0.009], [-0.089, 0.308, -0.616], [0.033, -0.121, -0.341], [-0.393, -0.625, 0.933], [-0.047, -0.193, -0.122], [0.147, 0.320, 0.028], [-0.019, -0.306, 0.383], [-0.218, 0.776, -0.290], [0.118, 0.046, -0.700], [-1.508, 1.626, 0.385], [-0.588, -0.355, -0.654], [-0.546, 0.956, -0.682], [-0.404, -0.099, 0.281], [0.181, -1.287, 1.155], [-0.609, -0.214, 0.457], [0.119, 0.094, -0.294], [-0.013, -0.257, -0.683], [0.348, -0.192, 0.508], [0.080, -0.200, 0.281], [0.398, -0.331, 0.365], [-0.168, 0.046, 0.485], [0.391, 0.253, 0.079], [0.355, -0.408, -0.441], [0.759, -0.321, 0.055], [0.157, -0.554, -0.017], [0.169, -0.079, -0.029], [-0.323, -0.010, 0.573], [-0.256, 0.187, -0.384], [-0.090, -0.332, -0.119], [0.751, -0.080, -0.444], [0.166, 0.505, -0.082], [0.588, 0.686, -0.159], [-0.647, -0.226, -0.329], [0.231, -0.023, 0.034], [0.410, 0.037, 0.148], [0.106, 0.147, -0.208], [0.231, 1.351, 1.949], [-0.658, -1.945, -2.829], [0.792, 0.906, 1.452], [-0.077, 0.391, -0.112], [0.073, -0.184, 0.042], [-0.237, -0.498, -0.490], [-0.365, -0.101, 0.478], [0.056, 0.170, -0.396], [-0.542, 0.454, -0.032], [0.108, 0.588, -0.806], [0.069, -0.400, -0.734], [0.202, -0.259, 0.350], [0.688, -0.618, 0.956], [0.298, 0.090, 0.249], [-0.653, 0.002, -0.164], [0.070, 0.093, -0.171], [0.246, -0.274, 0.532], [0.167, -0.482, 0.373], [0.061, 0.035, -0.123], [-0.326, 0.634, -0.088]],
  "lowdin_charge": [1.22, -0.10, -0.37, -0.06, -0.29, -0.03, -0.11, -0.06, 0.04, -0.55, -0.04, -0.07, -0.02, -0.32, 0.04, -0.36, -0.07, -0.08, -0.05, -0.08, 0.00, -0.29, 0.02, -0.36, -0.05, -0.05, 0.08, 0.08, 0.07, 0.12, 0.08, 0.09, 0.05, 0.11, 0.12, 0.10, 0.12, 0.11, 0.14, 0.07, 0.07, 0.07, 0.06, 0.09, 0.05, 0.13, 0.09, 0.07, 0.07, 0.06, 0.08, 0.07, 0.05, 0.08, -0.23, 0.57, -0.62, -0.11, -0.09, -0.12, -0.66, -0.11, -0.13, -0.12, 0.03, 0.02, 0.00, 0.05, 0.07, 0.07, 0.06, 0.09, 0.06, 0.04, 0.06, 0.07, 0.07, 0.08, 0.08, 0.09, 0.04, 0.07, 0.06, 0.09, 0.03, 0.16, -0.19, -0.25, -0.01, 0.01, -0.17, -0.01, -0.01, -0.01, -0.03, -0.15, 0.03, -0.15, 0.12, 0.11, 0.11, 0.13, 0.11, 0.10, 0.12],
  "largest_force_ha_per_bohr": 0.068,
  "total_energy_ha": -2418.43667,
  "orbital_gap_ev": 7.67,
  "relative_energy_kj_mol": 0.0,
  "homo_ev": -8.02
}